{"formula": "C5H8O", "method": "ωB97M-V/def2-TZVPD", "elements": ["C", "C", "C", "C", "C", "O", "H", "H", "H", "H", "H", "H", "H", "H"], "coordinates": [[-1.65964, 0.61164, -1.96826], [-0.75175, 0.75074, -0.82501], [-0.00906, 0.82775, 0.12479], [0.89178, 0.55138, 1.24573], [1.21129, -0.98231, 1.29915], [0.45080, -1.78203, 0.42683], [-2.44766, -0.10404, -1.71869], [-2.13571, 1.55105, -2.26208], [-1.11921, 0.22164, -2.83446], [1.81939, 1.12162, 1.13052], [0.42713, 0.87754, 2.18181], [2.27798, -1.12504, 1.08834], [1.02696, -1.33477, 2.31769], [0.01769, -1.18515, -0.20635]], "e_homo_ev": -9.6, "smiles": "CC#CCCO", "gap_ev": 10.50, "energy_ev": -7360.1174, "de_lowest_kcal_mol": 49.3}

{"formula": "C6H8F3N3", "method": "ωB97M-V/def2-TZVPD", "elements": ["C", "C", "C", "C", "C", "C", "N", "N", "N", "F", "F", "F", "H", "H", "H", "H", "H", "H", "H", "H"], "coordinates": [[-1.03615, -2.08542, 1.20287], [0.04446, -0.56331, 0.23391], [-0.73527, -1.11673, -0.75110], [-0.61536, -0.93942, -2.21794], [1.40130, 1.41505, 0.43273], [0.25626, 2.35502, 0.35095], [-0.14762, -1.14663, 1.39657], [-1.46821, -2.09083, -0.16385], [2.00552, 1.20022, 1.68452], [-0.33263, 2.19220, -0.84701], [-0.76624, 2.16705, 1.16654], [0.57147, 3.65160, 0.42967], [-1.37808, -2.70343, 2.01027], [-1.03536, -1.75939, -2.76703], [-1.07414, -0.07804, -2.69453], [0.44596, -0.77654, -2.33921], [2.04851, 1.41824, -0.43327], [-1.93322, -2.68026, -0.81993], [2.46921, 0.40008, 1.75802], [1.27958, 1.14056, 2.36784]], "e_homo_ev": [-8.2, -8.2], "gap_ev": [8.69, 8.69], "energy_ev": -18971.4281, "de_lowest_kcal_mol": 70.1}

{"formula": "C4H7NOS2", "method": "ωB97M-V/def2-TZVPD", "elements": ["C", "C", "C", "C", "H", "H", "H", "H", "H", "H", "H", "N", "O", "S", "S"], "coordinates": [[-0.96402, -1.90434, 0.41416], [-1.51856, 0.68816, -0.13408], [1.11949, 1.22006, 0.25303], [2.06774, 1.88922, 1.06937], [0.27840, -2.16168, -2.39652], [-0.81678, -2.81644, 0.85204], [-2.52596, 1.07244, -0.11367], [-1.11860, 0.08574, -1.08864], [1.42897, 0.28339, -0.43336], [3.12046, 1.52686, 1.03319], [1.50809, 2.96460, 1.63479], [-0.65735, -1.61312, -0.86505], [0.11664, -2.67448, -1.61330], [-1.55775, -0.55889, 1.37107], [-0.48077, 1.99848, 0.01697]], "e_homo_ev": -8.3, "gap_ev": 8.96, "energy_ev": -29464.1049, "de_lowest_kcal_mol": 131.1}

{"formula": "C3H6N2O3S2", "method": "ωB97M-V/def2-TZVPD", "elements": ["C", "C", "C", "N", "N", "O", "O", "O", "S", "S", "H", "H", "H", "H", "H", "H"], "coordinates": [[2.60415, 0.34328, 0.83952], [-1.06977, 0.65662, 0.08119], [-0.85324, -2.16633, 0.09495], [-0.27302, 2.89141, 0.39667], [-0.16822, 1.65835, -0.02159], [2.98432, 1.29284, 0.31306], [0.74589, -0.56509, -1.37582], [-1.57021, -0.82416, -2.09355], [1.88829, -0.73145, 1.67038], [-0.65170, -0.71849, -1.01129], [-1.73443, 0.60614, 0.91214], [-1.69227, -2.73981, -0.18429], [-0.04362, -2.76213, -0.11514], [-1.10783, -1.74308, 0.95382], [0.47504, 3.54366, 0.32304], [0.46661, 1.25823, -0.78309]], "e_homo_ev": [-6.8, -10.3], "spin_multiplicity": 3, "gap_ev": [7.21, 8.68], "energy_ev": -33995.6691, "de_lowest_kcal_mol": 0.0}

{"formula": "C22H21FN4O2S", "method": "ωB97M-V/def2-TZVPD", "elements": ["O", "C", "C", "N", "C", "O", "C", "C", "S", "N", "N", "C", "C", "C", "C", "C", "C", "C", "C", "C", "C", "N", "C", "C", "C", "C", "C", "F", "C", "C", "H", "H", "H", "H", "H", "H", "H", "H", "H", "H", "H", "H", "H", "H", "H", "H", "H", "H", "H", "H", "H"], "coordinates": [[3.15302, 2.51739, 1.38435], [2.11790, 2.03339, 0.99800], [1.10011, 1.37643, 1.94373], [0.54419, 0.17062, 1.34688], [1.42793, -0.72334, 0.83435], [2.63300, -0.55676, 0.85307], [0.81834, -1.87303, 0.12438], [1.42088, -3.09500, -0.08447], [0.40485, -4.02408, -1.07856], [-0.69804, -2.78924, -1.16952], [-0.36305, -1.77127, -0.51752], [-0.76507, -0.22618, 1.75788], [-0.86945, -1.09559, 2.83350], [-2.11723, -1.47496, 3.29232], [-3.24680, -0.96922, 2.68084], [-3.15408, -0.10573, 1.59482], [-1.90125, 0.26371, 1.11048], [-1.74379, 1.14377, -0.09820], [-3.03775, 1.28829, -0.89161], [-4.18789, 1.59527, 0.05694], [-4.42201, 0.38571, 0.95266], [1.67846, 2.09167, -0.28330], [2.59074, 2.20733, -1.40786], [2.78716, 0.82721, -1.98298], [1.76512, 0.24521, -2.72555], [1.84657, -1.07315, -3.13446], [2.96798, -1.80105, -2.78257], [3.03983, -3.10430, -3.14485], [4.00636, -1.24618, -2.05891], [3.90629, 0.07327, -1.65693], [0.28156, 2.06986, 2.14800], [1.62084, 1.15410, 2.88179], [2.36132, -3.44281, 0.28722], [0.03034, -1.46689, 3.30269], [-2.20418, -2.15393, 4.12676], [-4.22484, -1.25197, 3.04259], [-0.97902, 0.69841, -0.73951], [-1.40080, 2.13449, 0.21970], [-2.92626, 2.08134, -1.63339], [-3.24426, 0.35563, -1.41938], [-5.09704, 1.82416, -0.50140], [-3.93770, 2.46649, 0.66655], [-5.15270, 0.62127, 1.72999], [-4.83879, -0.42980, 0.35294], [0.82731, 1.58902, -0.49290], [2.15905, 2.88940, -2.14690], [3.52521, 2.61926, -1.02524], [0.88973, 0.82484, -2.98374], [1.05397, -1.53811, -3.69993], [4.86333, -1.84740, -1.80101], [4.69061, 0.51244, -1.06171]], "e_homo_ev": -9.0, "smiles": "O=C(CN(C(=O)c1csnn1)c1cccc2c1CCCC2)NCc1ccc(F)cc1", "gap_ev": 9.10, "energy_ev": -46763.6275}

{"formula": "C12H13BBrClNO9P2", "method": "ωB97M-V/def2-TZVPD", "elements": ["C", "C", "Br", "C", "P", "C", "C", "C", "N", "C", "C", "P", "O", "Cl", "H", "H", "H", "H", "H", "H", "H", "H", "H", "H", "H", "H", "H", "B", "O", "C", "O", "C", "O", "O", "O", "C", "O", "C", "O", "O"], "coordinates": [[0.46765, 3.45401, 0.32478], [1.73112, 2.42314, 0.28034], [3.15529, 3.27636, 1.38525], [1.19176, 1.03673, 0.86377], [2.29689, -0.46677, 0.52114], [2.15877, -0.30138, -1.37801], [0.89089, 0.06762, -2.15580], [0.92211, 0.11157, -3.65722], [1.97172, -0.09641, -4.57832], [3.11469, -0.42456, -3.81972], [3.32384, -0.55419, -2.33704], [2.52076, -0.99754, 2.68797], [0.92221, -1.15392, 3.28208], [3.48265, 0.56528, 3.73681], [0.15120, 3.79930, -0.71137], [0.77685, 4.38348, 0.90888], [-0.45843, 2.95961, 0.79231], [2.06709, 2.38176, -0.80194], [0.12194, 0.80415, 0.53678], [1.14717, 1.16218, 2.00668], [1.61860, -1.74004, 0.39577], [3.72398, -0.37818, 0.41506], [-0.06775, 0.30289, -1.59708], [-0.08023, 0.35786, -4.16002], [4.04069, -0.63907, -4.46417], [4.33936, -0.84586, -1.92392], [0.45973, -1.72287, 2.61655], [-3.53914, -1.36792, 0.83402], [-3.99134, 0.00722, 1.10112], [-5.17534, 0.15715, 0.50340], [-5.82506, 1.17124, 0.52643], [-5.54528, -1.09546, -0.17256], [-6.55271, -1.29217, -0.80295], [-4.58501, -2.00313, 0.01623], [-2.24252, -1.36883, 0.12788], [-1.38229, -2.03199, 0.88894], [-0.21830, -2.21721, 0.60010], [-2.05647, -2.49324, 2.11194], [-1.54752, -3.12296, 3.00503], [-3.32956, -2.10784, 2.09086]], "e_homo_ev": -5.4, "charge": -1, "gap_ev": 7.44, "energy_ev": -134395.9416}

Number 3 is which compound? C4H7NOS2